Entry 1:
{"formula": "C17H37BCl8FNO3Si2", "method": "the ωB97M-V functional and the def2-TZVPD basis", "lumo_ev": 0.356, "homo_energy_ev": -9.4, "charge": 0, "elements": ["C", "C", "Si", "O", "Si", "C", "C", "C", "F", "C", "C", "C", "C", "C", "C", "C", "O", "C", "B", "N", "O", "H", "H", "H", "H", "H", "H", "H", "H", "H", "H", "H", "H", "H", "H", "H", "H", "H", "H", "H", "H", "H", "H", "H", "H", "H", "H", "H", "H", "H", "C", "Cl", "Cl", "H", "H", "C", "Cl", "Cl", "H", "H", "C", "Cl", "Cl", "H", "H", "C", "Cl", "Cl", "H", "H"], "positions_angstrom": [[-1.5636, -0.6480, -2.3706], [-1.4766, 0.3263, -1.6787], [-0.9375, 1.8283, -0.6290], [-1.7368, 1.8873, 0.8780], [-0.8033, 1.3062, 2.1955], [1.0392, 1.7973, 2.1531], [1.4244, 2.3614, 3.6080], [2.9913, 2.5018, 3.7016], [3.3974, 2.5186, 5.0583], [-1.1318, -0.5615, 2.3828], [0.1747, -1.4688, 2.3548], [0.5010, -1.8890, 0.8643], [2.0514, -1.8362, 0.5639], [2.2063, -1.5302, -1.0034], [3.1758, -2.5833, -1.6840], [2.5753, -2.9094, -3.1255], [2.0116, -4.2264, -3.1683], [0.5764, -4.1379, -3.1097], [-1.4457, 3.5007, -1.5830], [-2.8183, 3.7020, -2.0081], [-0.4938, 4.5298, -1.8255], [-1.5686, -1.4352, -3.1483], [0.5271, 1.8450, -0.5492], [-1.3714, 1.9379, 3.4038], [1.7346, 0.9243, 1.9878], [1.2895, 2.6285, 1.4443], [1.0252, 3.4178, 3.6154], [0.9737, 1.7738, 4.4375], [3.3295, 3.4566, 3.2087], [3.4523, 1.6467, 3.1458], [-1.5920, -0.7277, 3.4039], [-1.9117, -0.9351, 1.6566], [1.0300, -1.0252, 2.9200], [-0.1072, -2.4162, 2.9031], [0.1486, -2.9435, 0.6761], [-0.1046, -1.2210, 0.1932], [2.4631, -2.8489, 0.8364], [2.6115, -1.0911, 1.1817], [2.6668, -0.5136, -1.0832], [1.1758, -1.5577, -1.4528], [3.1206, -3.5474, -1.1114], [4.2288, -2.2113, -1.7240], [1.7693, -2.1794, -3.4207], [3.3987, -2.7695, -3.8806], [0.1566, -5.1607, -2.9052], [0.3117, -3.4759, -2.2426], [0.1831, -3.7127, -4.0704], [-2.8846, 4.2392, -2.8728], [-3.3672, 2.8445, -2.0354], [-0.0298, 4.4174, -2.6715], [-3.0541, -3.8141, -4.9672], [-2.8346, -4.2999, -3.2814], [-3.8623, -2.2469, -5.0814], [-2.0793, -3.7436, -5.4425], [-3.6590, -4.5613, -5.4730], [-0.5433, 1.8079, 7.4234], [0.0780, 0.3984, 8.2904], [-1.1026, 1.3738, 5.8029], [-1.3759, 2.2262, 7.9822], [0.2507, 2.5450, 7.3348], [-5.2171, -3.1216, -1.2378], [-4.3071, -1.6454, -0.8997], [-6.9344, -2.7795, -1.4858], [-4.8164, -3.5828, -2.1377], [-5.1119, -3.8006, -0.3961], [2.4141, 6.4241, -1.9077], [3.0494, 5.0096, -1.0599], [1.8400, 6.0007, -3.5256], [1.5848, 6.8338, -1.3375], [3.2039, 7.1645, -1.9983]], "lowdin_charge": [-0.033, -0.205, 0.566, -0.369, 0.534, -0.270, -0.247, -0.194, -0.089, -0.260, -0.251, -0.207, -0.189, -0.191, -0.146, -0.233, -0.212, -0.140, -0.598, 0.142, -0.013, 0.021, 0.006, -0.044, 0.060, 0.069, 0.115, 0.036, 0.124, 0.110, 0.066, 0.080, 0.093, 0.105, 0.120, 0.070, 0.107, 0.090, 0.109, 0.071, 0.110, 0.109, 0.109, 0.119, 0.088, 0.076, 0.079, 0.081, 0.066, 0.031, -0.980, 0.581, 0.532, 0.022, 0.031, -1.000, 0.505, 0.558, 0.026, 0.029, -1.054, 0.529, 0.500, -0.073, 0.029, -1.007, 0.506, 0.540, 0.031, 0.025]}

Entry 2:
{"formula": "C17H37BHfN6S2Sb", "method": "the ωB97M-V functional and the def2-TZVPD basis", "lumo_ev": -10.244, "homo_energy_ev": -17.1, "charge": 3, "elements": ["Hf", "C", "N", "C", "C", "C", "N", "C", "C", "H", "H", "H", "H", "H", "H", "H", "H", "H", "H", "H", "H", "H", "H", "H", "H", "C", "N", "C", "C", "N", "B", "N", "C", "C", "N", "C", "C", "S", "C", "S", "H", "H", "H", "H", "H", "H", "H", "H", "H", "H", "H", "H", "C", "Sb", "C", "C", "H", "H", "H", "H", "H", "H", "H", "H", "H"], "positions_angstrom": [[-0.5061, -0.3588, 0.0098], [-3.5048, -0.5379, -0.9830], [-2.7869, -0.1681, 0.2736], [-3.2013, 1.2145, 0.6511], [-3.1498, -1.1123, 1.3665], [-2.6356, -2.4979, 1.0473], [-1.1740, -2.4594, 0.7125], [-0.3799, -2.7001, 1.9545], [-0.8601, -3.5326, -0.2836], [-4.5720, -0.6574, -0.7838], [-3.1217, -1.4708, -1.3969], [-3.3685, 0.2510, -1.7136], [-4.2833, 1.2502, 0.7893], [-2.9310, 1.9135, -0.1385], [-2.7313, 1.5088, 1.5884], [-4.2337, -1.1510, 1.4919], [-2.7272, -0.7349, 2.3026], [-3.1712, -2.9283, 0.2049], [-2.8006, -3.1590, 1.8980], [-0.5323, -3.7240, 2.3011], [-0.6970, -2.0218, 2.7486], [0.6804, -2.5688, 1.7490], [-1.2343, -4.4917, 0.0780], [0.2148, -3.6133, -0.4207], [-1.3387, -3.3119, -1.2378], [-1.7806, -0.0366, -4.5552], [-0.3575, 0.1666, -4.2758], [0.6655, -0.1226, -5.1545], [1.8149, 0.2706, -4.5559], [1.4971, 0.7898, -3.3184], [2.4942, 1.6964, -2.5175], [2.8727, 1.1430, -1.0565], [3.8669, 1.8455, -0.4118], [4.2969, 1.1110, 0.6423], [3.5421, -0.0353, 0.6615], [3.7806, -1.1806, 1.5450], [2.6882, 0.0047, -0.3899], [1.6334, -1.3511, -0.7753], [0.1812, 0.7112, -3.1753], [-0.7204, 1.3215, -1.8051], [-1.9143, -0.0904, -5.6311], [-2.3535, 0.8059, -4.1775], [-2.1329, -0.9671, -4.1124], [0.4860, -0.5618, -6.1221], [2.8293, 0.2426, -4.9155], [3.5231, 1.6818, -3.1310], [2.0167, 2.7922, -2.3689], [4.2165, 2.7930, -0.7898], [5.0864, 1.2964, 1.3534], [4.4504, -0.8661, 2.3400], [4.2444, -1.9955, 0.9933], [2.8464, -1.5260, 1.9799], [2.0844, 1.4148, 3.3800], [0.2588, 1.3721, 2.3065], [0.1474, 3.3853, 1.6349], [-1.0406, 1.3444, 3.9898], [1.9208, 2.1830, 4.1361], [2.9007, 1.7041, 2.7273], [2.2830, 0.4597, 3.8601], [-0.1539, 3.9980, 2.4834], [-0.5578, 3.5075, 0.8172], [1.1414, 3.6777, 1.2998], [-0.7817, 2.2369, 4.5597], [-0.8350, 0.4597, 4.5910], [-2.0952, 1.3800, 3.7293]], "lowdin_charge": [1.148, -0.059, -0.410, -0.060, -0.162, -0.150, -0.391, -0.068, -0.058, 0.126, 0.085, 0.065, 0.126, 0.077, 0.057, 0.156, 0.119, 0.129, 0.152, 0.126, 0.089, 0.058, 0.123, 0.061, 0.099, 0.015, -0.092, 0.021, 0.005, -0.014, -0.370, 0.019, -0.016, -0.016, -0.117, 0.002, -0.668, 0.683, -0.676, 0.688, 0.112, 0.088, 0.096, 0.149, 0.145, 0.097, 0.089, 0.150, 0.152, 0.111, 0.113, 0.065, -0.244, 1.274, -0.251, -0.267, 0.043, -0.001, 0.028, 0.038, 0.006, 0.028, 0.039, 0.029, 0.008]}

Entry 3:
{"formula": "C17H37BNO4P2W", "method": "the ωB97M-V functional and the def2-TZVPD basis", "lumo_ev": [-4.865, -4.662], "s2": 2.01, "homo_energy_ev": [-12.1, -12.1], "e_above_lowest_ev": 0.000, "charge": 1, "spin_multiplicity": 3, "elements": ["C", "C", "N", "C", "C", "C", "C", "P", "W", "P", "C", "O", "O", "H", "H", "H", "C", "C", "H", "H", "H", "H", "C", "C", "H", "H", "H", "H", "H", "H", "H", "H", "H", "H", "H", "H", "H", "H", "H", "H", "H", "H", "C", "C", "C", "O", "B", "O", "C", "C", "C", "H", "H", "H", "H", "H", "H", "H", "H", "H", "H", "H", "H"], "positions_angstrom": [[-0.6596, 1.4069, -4.8623], [-0.6806, 0.8688, -3.5664], [0.1414, 1.3697, -2.5969], [0.9921, 2.3996, -2.8759], [1.0655, 2.9423, -4.1649], [0.2274, 2.4438, -5.1700], [-1.5592, -0.3001, -3.2005], [-1.8494, -0.3667, -1.3618], [0.1634, 0.4576, -0.6382], [2.0894, 1.6473, -0.4090], [1.7938, 2.9534, -1.7198], [-0.3933, -3.2350, -3.5964], [0.7742, -3.2722, -1.1321], [-1.3279, 0.9938, -5.6232], [1.7625, 3.7608, -4.3671], [0.2638, 2.8617, -6.1811], [-3.3504, 0.6629, -1.0746], [-2.4190, -2.0765, -1.0199], [2.7145, 3.4528, -2.0688], [1.1704, 3.7115, -1.2055], [-1.0284, -1.2597, -3.4183], [-2.4895, -0.2997, -3.7962], [2.4560, 2.6077, 1.1140], [3.7114, 0.8962, -0.8570], [0.8757, -2.2729, -1.1424], [0.4878, -3.4464, -0.2169], [-0.0368, -3.4009, -2.6820], [0.4213, -3.1108, -4.1153], [-0.6195, 1.7524, 0.0841], [1.0190, -0.8459, -1.3229], [-4.2257, 0.2779, -1.6273], [-3.5688, 0.6711, 0.0064], [-3.1266, 1.6955, -1.3875], [-3.2854, -2.3575, -1.6420], [-1.5735, -2.7538, -1.2102], [-2.6859, -2.1321, 0.0490], [4.5274, 1.6401, -0.8834], [3.9474, 0.1148, -0.1151], [3.6046, 0.4118, -1.8413], [3.3282, 3.2740, 0.9949], [1.5580, 3.1888, 1.3777], [2.6471, 1.8863, 1.9263], [-1.7135, 0.5139, 3.4976], [-0.2753, -0.0764, 3.5314], [0.3434, 0.2792, 4.9003], [0.4629, 0.5377, 2.5156], [0.2724, -0.3983, 1.4014], [-0.3579, -1.6689, 1.7827], [-0.2236, -1.6112, 3.1847], [1.1340, -2.2728, 3.5717], [-1.3430, -2.4248, 3.8603], [-2.3370, 0.0998, 4.3173], [-2.2135, 0.3049, 2.5276], [-1.6761, 1.6167, 3.6286], [0.3040, 1.3781, 5.0623], [-0.2058, -0.2202, 5.7246], [1.4146, -0.0063, 4.9472], [1.2746, -2.2884, 4.6732], [1.1627, -3.3249, 3.2152], [1.9940, -1.7371, 3.1168], [-2.3470, -2.0740, 3.5461], [-1.2694, -3.4947, 3.5700], [-1.2632, -2.3534, 4.9664]], "lowdin_charge": [0.006, -0.282, -0.085, -0.294, 0.002, -0.007, -0.250, 0.694, 1.104, 0.669, -0.252, -0.098, -0.121, 0.130, 0.128, 0.128, -0.235, -0.205, 0.107, 0.107, 0.075, 0.115, -0.227, -0.231, -0.047, 0.060, 0.001, 0.056, -0.066, -0.071, 0.060, 0.049, 0.048, 0.071, 0.024, 0.058, 0.059, 0.058, 0.050, 0.062, 0.058, 0.053, -0.006, -0.530, -0.005, -0.015, -0.617, 0.000, -0.524, -0.008, -0.007, 0.095, 0.086, 0.102, 0.098, 0.099, 0.090, 0.095, 0.100, 0.097, 0.088, 0.098, 0.101]}